No. 1
DFT (wB97M-V/def2-TZVPD) results for C23H37N2O3PdSi4 as an isolated structure at a distorted geometry.

Last column: natural (NBO) charge in e.
Atoms and positions in Å:
H: -1.772 -5.101 -0.869  0.25
H: -4.352 -3.514 -0.272  0.26
O: 0.739 -0.559 1.714  -0.68
O: 0.921 2.702 -0.946  -0.68
H: -0.252 -4.231 -1.110  0.25
C: 3.752 -1.913 3.293  0.38
C: -3.764 0.682 -2.624  -1.15
H: 3.327 -3.743 6.108  0.22
C: 3.050 4.347 -3.274  -0.13
H: -3.582 0.808 0.068  0.25
H: -1.567 -4.061 -2.282  0.24
N: 2.944 -0.201 1.117  -0.35
H: -3.950 1.270 1.737  0.26
Pd: 0.283 0.885 0.022  0.67
O: 4.788 -1.552 2.523  -0.66
H: 4.368 0.654 -0.589  0.21
C: -1.723 3.418 0.682  -1.17
H: -2.074 4.031 1.518  0.26
Si: -1.600 1.669 1.275  1.59
C: -1.729 -1.051 -4.136  -1.14
H: -1.052 0.477 3.340  0.26
H: -4.066 -2.461 -1.654  0.24
C: -1.016 1.855 -3.361  -1.15
H: -2.294 -1.941 -3.850  0.25
H: -2.095 -0.719 -5.113  0.26
H: -1.728 -3.937 1.889  0.26
H: -0.771 3.818 0.334  0.27
H: 5.091 -2.978 4.558  0.24
H: -1.621 2.139 3.643  0.26
H: 1.076 4.675 -2.533  0.23
C: 1.959 -0.737 1.923  0.63
C: -0.986 1.513 3.008  -1.16
H: 0.390 -1.723 3.752  0.22
C: 3.191 2.149 -1.535  -0.18
C: 4.294 2.491 -2.385  -0.14
C: 4.234 3.544 -3.228  -0.23
H: -4.323 -1.761 -0.046  0.24
H: -1.219 2.138 -4.398  0.26
C: 1.727 -2.780 5.034  -0.26
C: -1.701 -2.888 1.584  -1.13
H: 0.047 1.841 3.128  0.26
H: -1.290 2.692 -2.715  0.25
C: 3.064 -3.133 5.253  -0.12
C: 1.415 -2.008 3.945  -0.14
C: -1.336 -4.161 -1.219  -1.12
C: 1.968 2.943 -1.615  0.46
Si: -0.865 -0.819 -1.028  0.07
C: 2.405 -1.556 3.050  -0.22
H: 0.055 1.693 -3.259  0.25
C: 4.055 -2.712 4.399  -0.28
H: 3.016 5.195 -3.947  0.23
C: -3.213 0.778 1.091  -1.17
H: -4.232 0.840 -3.601  0.26
C: 1.973 4.072 -2.499  -0.26
H: -0.726 -2.478 1.847  0.26
H: -3.134 -0.264 1.408  0.24
H: 4.453 -0.972 1.809  0.50
H: -2.445 3.489 -0.133  0.25
H: 5.192 1.887 -2.330  0.22
H: -2.460 -2.350 2.158  0.24
H: 5.078 3.791 -3.856  0.23
H: -3.914 1.587 -2.036  0.25
C: -3.862 -2.587 -0.589  -1.13
H: -4.283 -0.141 -2.135  0.25
N: 2.489 0.683 0.262  -0.30
Si: -2.041 -2.744 -0.241  1.26
Si: -1.967 0.333 -2.914  1.39
H: -0.679 -1.327 -4.243  0.25
H: 0.953 -3.109 5.713  0.23
C: 3.388 1.124 -0.621  0.11

Force components x, y, z for each atom (eV/Å):
0.0 0.0 0.0
0.0 0.0 0.0
0.0 0.0 0.0
-0.3 -0.1 -0.1
0.0 0.0 0.0
0.0 0.0 0.0
-0.2 0.0 0.0
0.0 0.0 0.0
0.1 0.0 0.0
0.0 0.0 0.0
0.0 0.0 0.0
-0.2 -0.1 0.0
0.0 0.0 0.0
1.1 0.2 -0.4
-0.2 0.1 -0.1
0.0 0.0 0.1
0.1 0.1 -0.2
0.0 0.0 0.0
-0.5 -0.2 0.0
0.0 -0.2 -0.1
0.0 0.0 0.0
0.0 0.0 0.0
0.0 0.1 -0.1
0.0 0.0 0.0
0.0 0.0 0.0
0.0 0.0 0.0
0.0 0.0 0.0
0.0 0.0 0.0
0.0 0.0 0.0
0.0 0.0 0.0
0.1 -0.1 0.1
0.3 -0.1 0.1
0.0 0.0 0.0
-0.1 0.1 -0.1
-0.1 0.0 0.0
-0.1 0.1 0.0
0.0 0.0 0.0
0.0 0.0 0.0
0.0 0.0 0.0
0.0 0.0 0.2
0.0 0.0 0.0
0.0 0.0 0.0
0.0 0.0 0.0
0.0 0.0 0.0
0.1 -0.1 0.0
0.2 0.0 0.0
-0.5 0.2 0.1
0.1 0.0 0.0
0.1 0.0 -0.1
0.0 0.0 0.0
0.0 0.0 0.0
-0.2 -0.1 0.1
0.0 0.0 0.0
0.0 -0.1 0.1
0.0 0.0 0.0
0.0 0.0 0.0
0.1 -0.1 0.0
0.0 0.0 0.0
0.0 0.0 0.0
0.0 0.0 0.0
0.0 0.0 0.0
0.0 0.0 0.0
-0.2 0.0 0.0
0.0 0.0 0.0
0.1 -0.1 0.0
0.2 0.1 -0.1
0.3 0.1 0.3
0.0 0.0 0.0
0.0 0.0 0.0
-0.1 0.1 0.1

* 2S+1: 5
* charge: +1
* orbital gap (spin up / spin down): 0.248 / 0.190 Eh
* maximum force: 1.1 eV/Å
* HOMO level (spin up / spin down): -10.16 / -10.88 eV
* expectation value of S²: 6.058
* energy relative to the best compared isomer or geometry (same formula, charge and spin): 47.52 kJ/mol

=====

No. 2
DFT (wB97M-V/def2-TZVPD) results for a 7-piece molecular cluster, C7H28O7 overall at a distorted geometry.

Last column: natural (NBO) charge in e.
Atoms and positions in Å:
H: -2.051 0.370 2.827  0.47
H: 0.915 -0.913 1.225  0.49
O: 0.062 -0.455 1.222  -0.75
H: -2.363 -1.454 -3.925  0.16
H: -3.470 2.316 -2.501  0.16
O: -2.720 0.950 3.209  -0.73
H: -2.185 4.012 -3.639  0.46
H: -2.264 2.525 -1.247  0.18
H: 0.724 0.890 -0.266  0.17
H: 1.013 2.514 0.941  0.16
H: 0.226 -1.714 -3.875  0.49
C: 3.115 -2.857 2.108  -0.26
O: -0.373 -1.012 -4.162  -0.75
C: -2.081 1.652 4.265  -0.24
H: -3.316 3.900 -1.667  0.17
O: 1.715 -2.891 1.763  -0.74
H: -2.747 2.394 4.697  0.18
H: -1.759 0.981 5.063  0.16
H: -0.068 -0.604 -0.861  0.16
C: -0.052 0.153 -0.068  -0.26
C: -2.776 3.036 -2.061  -0.25
O: 1.572 -3.104 -3.604  -0.74
H: -1.293 -1.574 -2.476  0.17
H: 3.276 -2.182 2.953  0.17
H: 1.619 -1.682 -2.154  0.19
H: 1.322 -3.529 2.367  0.47
H: 1.117 -3.227 -1.534  0.17
H: 0.276 2.969 2.480  0.16
H: 1.907 -3.994 -3.739  0.48
H: 1.362 0.973 2.661  0.48
C: 1.228 2.812 1.972  -0.24
H: 3.489 -3.856 2.335  0.17
H: -1.875 0.058 -3.258  0.18
H: -1.077 0.525 -0.118  0.18
O: -1.754 3.533 -2.925  -0.72
H: 2.844 -2.973 -1.981  0.17
H: -1.226 2.195 3.858  0.16
C: 1.809 -2.752 -2.235  -0.26
H: 3.647 -2.442 1.252  0.18
O: 1.949 1.725 2.542  -0.74
H: 1.826 3.714 1.903  0.19
C: -1.561 -0.981 -3.346  -0.25

Force components x, y, z for each atom (eV/Å):
-0.1 0.0 -0.1
-0.3 -0.3 0.3
0.6 0.3 -0.2
-0.1 -0.3 0.4
0.1 0.1 -0.3
-0.1 0.0 0.2
0.1 0.0 0.0
0.0 0.1 0.1
-0.2 0.1 0.0
-0.3 0.4 0.0
-0.3 0.0 -0.3
-0.4 0.4 -0.2
-0.1 0.5 0.0
0.3 0.1 -0.3
-0.3 -0.3 0.2
0.7 -0.2 0.2
-0.3 -0.1 -0.2
0.1 0.0 0.1
0.5 0.0 0.1
-1.0 -0.9 -0.1
0.4 0.5 0.3
-0.1 0.0 0.5
-0.9 0.5 0.6
0.1 -0.2 0.0
0.3 0.0 -0.1
-0.3 0.2 -0.1
0.1 -0.3 -0.1
0.1 0.3 0.1
-0.1 0.0 -0.1
-0.3 0.1 -0.2
-0.4 -1.2 -0.9
0.1 0.1 0.0
0.3 0.0 0.8
0.3 0.7 0.1
-0.3 -0.4 -0.2
0.0 0.1 0.3
0.2 0.0 0.3
-0.1 0.2 -0.3
0.0 -0.1 0.0
0.6 0.5 0.5
0.2 -0.1 0.5
0.9 -0.8 -1.7

* orbital gap: 0.370 Eh
* maximum force: 2.1 eV/Å
* SMILES string: CO.CO.CO.CO.CO.CO.CO
* HOMO level: -9.70 eV
* energy relative to the best compared isomer or geometry (same formula, charge and spin): 377.26 kJ/mol

=====

No. 3
DFT (wB97M-V/def2-TZVPD) results for C9H31HgO9 as an isolated structure at a distorted geometry.

Last column: natural (NBO) charge in e.
Atoms and positions in Å:
H: -5.205 -10.452 7.923  0.19
H: -6.383 -4.721 11.780  0.20
O: -8.935 -7.953 11.927  -0.70
Hg: -1.197 -6.577 15.385  1.42
C: -4.234 -11.014 16.387  -0.25
H: -6.418 -9.025 15.304  0.14
H: -3.251 -7.523 8.259  0.49
H: -5.481 -7.750 15.998  0.13
H: -1.562 -10.402 14.158  0.47
H: -4.745 -10.496 15.578  0.17
O: -3.520 -9.289 8.469  -0.74
O: -3.026 -6.570 8.235  -0.73
H: -4.134 -12.047 16.057  0.20
H: -4.658 -11.468 18.232  0.49
H: -8.248 -9.506 13.161  0.18
H: -9.257 -7.366 12.619  0.47
H: -2.112 -6.499 10.096  0.14
C: -2.971 -7.976 14.011  0.80
H: -3.715 -8.202 12.094  0.28
H: 0.285 -10.643 13.196  0.16
C: 0.101 -11.375 13.987  -0.25
O: -5.107 -10.992 17.526  -0.74
H: -3.864 -9.715 13.056  0.27
H: -3.039 -10.055 8.795  0.48
H: -5.240 -9.698 9.547  0.15
H: 0.298 -12.371 13.596  0.20
H: -3.161 -5.103 9.694  0.19
H: -6.583 -5.935 13.021  0.16
O: -4.758 -5.016 12.986  -0.74
C: -3.035 -6.183 9.594  -0.24
C: -3.945 -8.632 13.074  -0.70
H: -4.976 -8.382 13.317  0.26
C: -4.917 -9.578 8.508  -0.25
H: -7.277 -9.182 11.744  0.17
H: -7.169 -8.062 13.029  0.14
C: -7.891 -8.704 12.512  -0.25
H: -3.913 -6.584 10.122  0.14
O: -1.294 -11.314 14.314  -0.74
C: -5.875 -5.537 12.290  -0.25
H: -4.422 -5.627 13.645  0.47
O: -3.270 -6.865 14.542  -0.67
H: -5.443 -8.726 8.082  0.20
H: 0.771 -11.191 14.830  0.16
O: -6.685 -8.648 17.354  -0.73
H: -3.274 -10.547 16.601  0.16
H: -6.210 -9.487 17.507  0.50
H: -5.641 -6.269 11.513  0.16
O: -1.829 -8.476 14.150  -0.67
C: -6.481 -8.214 16.045  -0.23
H: -7.220 -7.524 15.643  0.19

Force components x, y, z for each atom (eV/Å):
0.2 -0.1 0.0
0.2 0.2 0.1
0.3 0.0 0.2
-0.9 -0.7 -0.6
-0.7 -0.5 0.1
-0.3 -0.2 0.2
0.4 0.5 -0.4
-0.1 0.4 -0.2
0.0 -0.2 0.1
0.0 0.2 0.1
-0.3 -0.3 0.0
-0.3 -0.3 0.5
0.5 0.0 -0.1
-0.2 0.0 0.1
-0.1 0.1 0.2
-0.2 0.0 -0.2
0.0 0.1 0.2
0.0 -0.1 -0.4
0.0 -0.1 -0.1
0.4 -0.1 0.0
-0.5 0.0 -0.5
0.4 0.2 -0.3
0.4 0.0 0.0
0.1 0.0 -0.1
-0.1 -0.1 -0.1
0.1 0.0 0.0
0.3 0.0 -0.3
-0.1 -0.2 -0.2
0.5 0.4 -0.4
-0.3 0.1 -0.1
-0.6 0.0 0.0
0.1 0.2 0.1
-0.2 0.2 0.2
-0.4 0.0 -0.3
-0.2 0.0 0.4
0.6 -0.2 -0.2
0.1 -0.2 0.0
0.2 0.1 0.2
-0.5 0.2 0.4
-0.4 -0.1 -0.1
0.5 0.3 0.5
0.1 0.1 0.0
-0.2 0.1 0.1
-0.6 -0.1 0.1
0.1 -0.1 -0.1
-0.1 0.3 -0.1
0.2 -0.2 0.2
0.6 0.5 0.5
1.4 -0.5 -0.6
-0.2 0.1 0.6

* charge: +1
* orbital gap: 0.104 Eh
* maximum force: 1.6 eV/Å
* HOMO level: -12.02 eV
* energy relative to the best compared isomer or geometry (same formula, charge and spin): 180.42 kJ/mol

=====

No. 4
DFT (wB97M-V/def2-TZVPD) results for CH3Cl3KOSi as an isolated structure at a distorted geometry.

Last column: natural (NBO) charge in e.
Atoms and positions in Å:
H: 0.527 -1.466 2.623  0.09
Si: 0.169 0.650 -2.955  0.65
C: -0.173 -0.661 2.956  -0.23
Cl: -1.770 0.694 -4.039  -0.54
K: 0.177 0.673 0.281  0.93
Cl: 1.124 -1.027 -4.050  -0.54
H: -0.202 -0.775 4.060  0.12
H: -1.183 -1.008 2.626  0.09
O: 0.161 0.591 2.511  -1.04
Cl: 1.169 2.327 -4.012  -0.54

Force components x, y, z for each atom (eV/Å):
0.0 0.0 0.0
0.0 0.0 -1.2
0.0 0.2 0.1
0.5 0.0 0.3
0.0 0.1 -1.0
-0.3 0.4 0.3
0.0 0.1 0.0
0.0 0.0 0.0
-0.1 -0.3 1.3
-0.3 -0.4 0.3

* charge: -1
* orbital gap: 0.256 Eh
* maximum force: 1.3 eV/Å
* HOMO level: -4.44 eV
* energy relative to the best compared isomer or geometry (same formula, charge and spin): 33.74 kJ/mol